1.
ORCA calculation (ωB97M-V with the def2-TZVPD basis set) on C9H18F12N4O15S3Y as an isolated structure.

Values from the calculation:
Kohn-Sham gap (eV): 7.563
E_LUMO (eV): 1.88
Net charge: -1
Energy relative to the best compared isomer or geometry (same formula, charge and spin) (kcal/mol): 0.0

Each line ends with the Löwdin charge.
Element x y z (Å)
Y1 0.782 0.246 -0.786  1.5861
C1 -3.671 -0.507 -2.406  -0.6244
F1 -3.943 -1.354 -1.397  0.1120
F2 -4.662 -0.784 -3.286  0.1053
F3 -3.811 0.729 -1.958  0.1445
S1 -1.920 -0.766 -3.114  0.5392
O1 -1.896 0.253 -4.157  -0.3247
O2 -0.977 -0.542 -2.000  -0.4121
O3 -1.891 -2.147 -3.563  -0.3086
C2 0.349 -3.429 2.292  -0.6265
F4 0.480 -4.761 2.441  0.1093
F5 -0.788 -3.016 2.795  0.1671
F6 1.416 -2.957 2.969  0.1047
S2 0.449 -3.163 0.405  0.5503
O4 0.619 -1.731 0.186  -0.4194
O5 1.633 -3.914 0.005  -0.3236
O6 -0.727 -3.754 -0.175  -0.2582
C3 1.732 4.675 0.475  -0.6482
F7 2.326 5.847 0.274  0.1357
F8 1.413 4.550 1.764  0.1364
F9 0.626 4.620 -0.259  0.1352
S3 2.868 3.264 -0.131  0.5410
O7 2.040 2.076 -0.306  -0.4310
O8 3.498 3.751 -1.346  -0.2952
O9 3.713 3.074 1.039  -0.3358
C4 -1.800 1.910 0.788  -0.3983
O10 -2.339 0.562 0.923  -0.1358
O11 -0.899 1.864 -0.232  -0.2520
C5 -2.974 2.933 0.888  -0.5035
F10 -2.572 4.081 1.439  0.1390
F11 -3.748 3.068 -0.213  0.1303
F12 -3.913 2.469 1.775  0.0881
C6 -2.231 -0.094 2.202  -0.2192
C7 -3.223 -1.277 1.946  -0.0710
H1 -4.244 -0.932 1.779  0.0735
H2 -2.891 -1.964 1.172  0.0643
H3 -3.404 -1.813 2.886  0.0596
H4 -2.709 0.495 2.987  0.1092
H5 -1.222 -0.416 2.451  0.0818
H6 -1.171 2.006 1.682  0.1398
O12 3.059 -0.514 -0.420  -0.0705
H7 3.753 -0.314 0.217  0.0904
H8 3.519 -0.878 -1.183  0.0766
O13 1.053 1.703 -2.709  -0.0649
H9 0.463 2.371 -3.076  0.0981
H10 1.653 1.481 -3.428  0.0803
C8 1.543 -2.281 -3.088  -0.5904
O14 1.447 -1.351 -2.280  -0.0986
N1 1.249 -2.160 -4.401  0.1851
N2 1.727 -3.577 -2.758  0.2025
H11 1.208 -2.984 -4.962  0.1011
H12 0.877 -1.289 -4.744  0.1122
H13 1.828 -3.831 -1.778  0.0597
H14 1.668 -4.254 -3.488  0.1033
C9 1.683 0.437 2.727  -0.5906
O15 1.131 0.198 1.641  -0.0553
N3 1.362 -0.246 3.856  0.1737
N4 2.293 1.599 3.048  0.1949
H15 0.953 -1.156 3.732  0.0761
H16 1.970 -0.036 4.625  0.0978
H17 2.740 1.693 3.937  0.1035
H18 2.502 2.240 2.294  0.0504

=====

2.
ORCA calculation (ωB97M-V with the def2-TZVPD basis set) on C9H18F16Li4N8O41S16 as an isolated structure.

Values from the calculation:
Kohn-Sham gap (eV): 6.274
E_LUMO (eV): 3.17
Net charge: -4

Each line ends with the Löwdin charge.
Element x y z (Å)
Li1 -4.578 14.691 15.355  0.9065
Li2 -7.121 7.278 10.999  0.8600
Li3 -10.700 14.408 9.011  0.8502
Li4 -10.546 16.102 11.961  0.8682
N1 -15.472 11.504 5.476  -0.2434
S1 -15.234 9.772 5.471  0.5347
O1 -14.597 9.234 6.646  -0.2789
O2 -15.238 9.071 4.232  -0.2790
F1 -16.742 9.633 5.955  -0.2347
S2 -13.957 11.720 5.520  0.4251
O3 -13.296 11.392 4.267  -0.3186
O4 -13.215 11.807 6.794  -0.3260
F2 -14.102 13.318 5.197  -0.2679
N2 -8.739 13.591 11.168  -0.3298
S3 -8.936 12.032 11.888  0.5971
O5 -9.291 11.892 13.330  -0.2626
O6 -8.039 10.976 11.489  -0.2767
F3 -10.162 11.632 11.015  -0.1695
S4 -7.286 13.618 11.277  0.3250
O7 -6.560 12.784 10.398  -0.2403
O8 -6.809 13.738 12.658  -0.3063
F4 -7.078 15.102 10.767  -0.1923
N3 -6.510 16.975 16.313  -0.3047
S5 -6.402 18.350 15.626  0.3792
O9 -6.920 19.492 16.407  -0.3039
O10 -6.552 18.252 14.199  -0.3016
F5 -4.870 18.443 15.805  -0.1857
S6 -8.221 16.948 16.191  0.6208
O11 -8.923 17.206 14.889  -0.3352
O12 -8.781 17.450 17.464  -0.2920
F6 -8.290 15.356 16.269  -0.2008
N4 -14.278 13.484 18.206  -0.2589
S7 -13.598 13.167 16.835  0.4034
O13 -13.394 11.757 16.488  -0.3234
O14 -12.739 14.188 16.321  -0.2859
F7 -14.907 13.321 15.916  -0.2293
S8 -12.859 12.951 19.048  0.6093
O15 -11.935 14.045 19.367  -0.3295
O16 -12.234 11.618 18.849  -0.3174
F8 -13.532 12.881 20.551  -0.2644
N5 -13.148 16.113 10.023  -0.3227
S9 -14.536 15.665 10.459  0.4333
O17 -15.295 14.805 9.505  -0.2870
O18 -15.234 16.356 11.552  -0.2893
F9 -13.884 14.472 11.299  -0.2366
S10 -13.745 17.554 9.256  0.5991
O19 -12.852 18.657 9.545  -0.3061
O20 -15.172 17.847 9.030  -0.2737
F10 -13.242 17.084 7.801  -0.2110
N6 -7.677 6.149 8.078  -0.3016
S11 -8.503 6.970 6.985  0.4616
O21 -9.550 7.818 7.483  -0.2752
O22 -8.703 6.584 5.605  -0.2868
F11 -7.207 7.921 6.739  -0.2453
S12 -8.309 4.682 7.594  0.5723
O23 -7.625 3.857 6.553  -0.3175
O24 -9.758 4.575 7.824  -0.3076
F12 -7.711 3.989 8.919  -0.2491
N7 -4.125 7.542 11.799  -0.2891
S13 -3.451 6.827 13.267  0.5707
O25 -3.985 7.333 14.542  -0.3268
O26 -2.058 6.555 13.216  -0.2829
F13 -4.348 5.454 13.240  -0.2497
S14 -3.260 8.866 12.061  0.4307
O27 -1.834 8.654 11.912  -0.3001
O28 -3.808 9.926 12.924  -0.2963
F14 -3.555 9.338 10.609  -0.1953
N8 0.754 15.307 12.194  -0.2462
S15 -0.702 16.127 12.404  0.5640
O29 -1.749 15.378 13.120  -0.3435
O30 -1.028 17.282 11.539  -0.2991
F15 -0.205 16.878 13.747  -0.2540
S16 0.222 14.799 10.811  0.4381
O31 0.565 15.778 9.730  -0.3505
O32 -0.950 13.975 10.683  -0.2645
F16 1.462 13.803 10.644  -0.2251
C1 -7.089 13.261 5.149  -0.0268
O33 -6.940 14.667 5.171  0.0102
C2 -7.957 15.491 5.335  -0.6040
O34 -9.047 15.126 5.818  0.0646
O35 -7.769 16.614 4.735  0.0391
C3 -8.812 17.545 4.623  -0.0482
H1 -6.209 12.828 5.625  0.1042
H2 -7.196 12.871 4.137  0.0954
H3 -8.021 12.934 5.609  0.0947
H4 -8.721 18.398 3.951  0.0877
H5 -8.802 18.121 5.549  0.0999
H6 -9.792 17.148 4.359  0.1050
C4 -4.781 20.224 7.870  -0.0434
O36 -6.085 20.533 8.364  0.0059
C5 -6.287 21.179 9.509  -0.5391
O37 -7.360 21.143 10.143  0.0913
O38 -5.143 21.790 9.953  -0.0453
C6 -5.316 22.594 11.133  -0.0377
H7 -4.699 19.870 6.843  0.0882
H8 -4.531 19.363 8.490  0.1081
H9 -3.984 20.968 7.882  0.0899
H10 -4.395 23.165 11.245  0.0915
H11 -5.806 22.140 11.994  0.1059
H12 -5.967 23.387 10.764  0.0860
C7 -9.028 6.817 16.551  -0.0684
O39 -10.200 6.414 15.918  -0.0154
C8 -10.278 6.244 14.558  -0.5171
O40 -9.428 6.551 13.733  0.0982
O41 -11.474 5.668 14.290  -0.0170
C9 -11.978 5.274 12.996  -0.0268
H13 -8.639 7.588 15.885  0.0949
H14 -8.262 6.061 16.725  0.0962
H15 -9.181 7.405 17.455  0.0970
H16 -12.409 5.944 12.251  0.1005
H17 -12.816 4.637 13.278  0.0845
H18 -11.255 4.593 12.546  0.0922

=====

3.
ORCA calculation (ωB97M-V with the def2-TZVPD basis set) on C9H18F5NNbO4S2 as an isolated structure.

Values from the calculation:
Kohn-Sham gap (eV): 6.281
E_LUMO (eV): -0.30
Net charge: -1
Energy relative to the best compared isomer or geometry (same formula, charge and spin) (kcal/mol): 174.4

Each line ends with the Löwdin charge.
Element x y z (Å)
C1 -3.244 0.495 2.320  -0.1567
C2 -2.683 1.296 0.973  -0.3198
C3 -2.215 0.300 -0.242  -0.3594
Nb1 -0.042 0.562 -0.914  1.6679
C4 0.031 -1.714 -1.361  -0.4356
S1 0.277 -2.005 -3.234  0.6657
O1 1.756 -2.273 -3.614  -0.4622
O2 -0.541 -3.243 -3.750  -0.4964
C5 -0.111 2.834 -0.755  -0.4122
C6 0.891 3.514 -1.908  -0.1669
F1 -1.476 3.403 -1.064  -0.2178
C7 0.578 0.260 1.257  -0.3446
F2 1.944 -0.363 1.419  -0.1047
F3 -0.371 -0.762 1.836  -0.1077
F4 0.588 1.483 2.092  -0.0792
S2 2.430 0.596 -1.583  0.6308
O3 3.236 1.603 -0.679  -0.4485
O4 3.099 -0.806 -1.305  -0.4474
F5 2.628 0.885 -3.262  -0.3476
H1 -3.722 -0.544 2.042  0.0745
H2 -4.094 1.106 2.888  0.0712
H3 -2.386 0.343 3.135  0.0746
H4 -3.611 1.916 0.554  0.1071
H5 -1.869 2.099 1.287  0.0858
H6 -2.354 -0.809 0.162  0.0545
H7 -2.979 0.398 -1.150  0.0743
H8 -0.580 0.758 -2.668  -0.0580
H9 -1.017 -2.186 -1.103  0.0500
H10 0.846 -2.276 -0.738  0.0678
H11 -0.158 -0.911 -4.015  0.0434
H12 0.234 3.256 0.280  0.0975
H13 1.911 3.834 -1.432  0.0751
H14 0.978 2.811 -2.841  0.0402
H15 0.358 4.507 -2.293  0.0859
C8 2.355 -3.131 3.488  -0.0844
C9 1.181 -3.886 2.887  -0.2140
N1 0.207 -4.512 2.387  0.0788
H16 2.005 -2.202 3.947  0.0733
H17 2.840 -3.745 4.252  0.0677
H18 3.083 -2.892 2.708  0.0770

=====

4.
ORCA calculation (ωB97M-V with the def2-TZVPD basis set) on C9H18I2N3OP2V as an isolated structure.

Values from the calculation:
Kohn-Sham gap (alpha / beta) (eV): 6.205 / 5.580
E_LUMO (alpha / beta) (eV): -13.18 / -13.40
Net charge: +3
Energy relative to the best compared isomer or geometry (same formula, charge and spin) (kcal/mol): 0.0
Spin multiplicity: 2

Each line ends with the Löwdin charge.
Element x y z (Å)
I1 -0.003 -1.341 -5.022  0.4465
I2 -0.005 1.162 -3.511  0.5058
V1 -0.001 0.916 -0.372  0.4640
P1 -2.273 0.168 -0.352  0.7793
C1 -3.196 0.073 -1.910  -0.2119
C2 -2.883 -1.304 0.548  -0.1720
H1 -3.994 -1.201 0.525  0.0975
H2 -3.982 1.386 0.696  0.1013
H3 -2.555 -1.435 1.607  0.0802
H4 -2.430 1.611 1.626  0.0661
H5 -2.858 -0.842 -2.427  0.0691
H6 -2.564 -2.170 -0.079  0.0746
C3 -2.889 1.579 0.616  -0.1949
H7 -4.270 0.003 -1.658  0.0974
H8 -2.654 2.500 0.043  0.0772
H9 -2.979 0.947 -2.541  0.0330
P2 2.274 0.154 -0.346  0.7822
C4 3.202 0.058 -1.902  -0.2101
C5 2.895 1.560 0.627  -0.1953
H10 2.549 -1.455 1.611  0.0806
H11 3.989 -1.227 0.527  0.0976
H12 2.553 -2.187 -0.077  0.0745
C6 2.877 -1.324 0.552  -0.1719
H13 2.433 1.593 1.635  0.0660
H14 3.986 1.360 0.709  0.1014
H15 4.274 -0.017 -1.646  0.0972
H16 2.992 0.935 -2.530  0.0354
H17 2.665 2.482 0.053  0.0773
H18 2.863 -0.855 -2.422  0.0694
C7 0.001 -0.949 -1.145  -0.3560
O1 -0.001 -2.112 -1.432  0.1163
N1 0.003 0.677 1.542  0.0178
C8 -0.005 -0.030 2.526  -0.1944
N2 -0.015 -0.882 3.507  0.1937
C9 -0.003 -0.267 4.736  -0.2371
N3 0.007 0.432 5.686  0.2422